Density functional theory data (wB97M-V/def2-TZVPD) for 9 unconnected molecules or ions with the total composition C56H135N9O14 in a non-equilibrium geometry.

The geometry in XYZ format:
```
214
Properties=species:S:1:pos:R:3:forces:R:3:mulliken_charge:R:1
O -2.3904 6.5944 5.2551 -0.381 -0.040 -0.057 -0.501
O 0.4183 -0.0111 0.5374 -0.153 -0.138 -0.016 0.002
O 4.3405 -2.8161 1.3849 0.378 -0.073 0.396 -0.402
O -2.3367 -4.9630 -0.0409 -0.963 0.048 0.978 -0.410
O 5.7228 0.2402 -7.6430 -0.265 -0.258 0.124 -0.408
O 2.8906 -5.1869 -7.8501 0.303 -0.406 0.343 -0.312
O 5.4066 -0.3718 6.7476 -0.535 -0.627 1.034 -0.392
O -1.1786 -8.8785 -5.4609 -0.555 0.931 0.748 -0.332
O -3.1453 2.6463 -4.0527 -0.806 0.296 -0.212 -0.404
O -1.0030 -0.7691 9.5660 -0.114 0.076 0.388 -0.486
O 4.6630 1.9405 -0.3728 -0.199 0.180 0.218 -0.416
O -5.2505 5.9272 -6.1997 0.563 -0.679 -0.545 -0.336
O 1.4475 7.7107 -0.9106 0.443 0.062 -0.281 -0.402
O 0.0774 -4.0002 -2.9916 -0.572 -0.114 -0.224 -0.208
N -4.1083 -2.0380 -1.7913 0.742 -0.482 0.541 -0.612
N 3.6272 4.7348 -0.7161 0.759 0.632 -0.684 -0.282
N 2.8868 -1.7803 -6.1948 1.446 1.148 -0.824 -0.001
N -0.8045 -8.9723 -2.4744 0.291 0.618 -0.382 -0.630
N -0.9818 -0.5326 8.1945 -0.145 0.071 -1.462 0.198
N -0.3091 -1.0317 -2.4482 0.290 0.089 -1.132 0.704
N 3.6979 -2.3413 4.0654 -1.481 0.487 0.998 -0.185
N -2.5621 6.0135 3.9778 0.773 -0.292 -1.196 0.446
N -5.5389 4.1610 -3.9002 -0.222 0.587 -0.875 -0.339
C 0.8583 1.2666 8.4381 0.225 0.142 -0.634 -1.737
C 0.0004 0.5548 -0.6947 2.311 1.470 0.748 -0.680
C -0.4726 1.0041 6.2893 1.013 0.316 -0.263 -0.695
C -1.7810 -2.7936 7.6523 0.058 0.012 0.469 -1.971
C 0.1244 -0.1929 5.5334 1.471 0.659 2.285 2.971
C -1.7026 -4.4480 1.1271 0.361 0.018 -0.541 -0.664
C -3.6601 6.0595 1.7997 -0.182 -1.806 -0.357 -1.058
C 3.5660 2.3306 -1.1763 0.333 0.838 -0.551 0.237
C -5.6029 2.7189 -3.7095 0.375 0.596 0.002 -0.832
C -1.5886 1.7299 8.3649 0.808 1.269 0.926 -1.978
C -4.2465 2.2196 -3.2576 0.276 -1.305 0.336 -0.070
C 0.9449 -2.9690 -3.3592 1.675 0.425 0.505 0.943
C 5.1592 0.6552 -0.6642 -0.441 -0.320 0.718 -0.492
C 4.8255 0.8821 6.5936 0.201 1.759 -0.482 -0.580
C -0.5275 -1.5133 5.9307 -0.364 2.189 -0.620 -1.565
C -3.2186 3.7432 4.8951 0.019 0.042 0.204 -1.484
C -0.8299 4.3531 4.4474 0.022 0.426 1.446 -1.737
C 3.1694 -2.0858 1.6800 -0.372 -0.288 0.615 0.324
C 0.0036 -8.9120 -6.2116 0.512 -0.838 -0.455 -0.668
C -3.7082 6.5567 3.2508 -0.614 1.021 -0.721 1.642
C -2.6901 -3.9752 -0.9662 0.829 0.157 -2.463 -0.128
C 0.7410 -5.2174 -2.7803 0.299 -0.497 0.073 -0.388
C -3.6377 -2.8274 -0.6350 -0.407 -0.182 0.439 0.741
C 3.5871 -0.7489 -6.9788 -0.418 -0.061 -1.694 -0.612
C -1.9901 1.9846 -3.6963 2.744 -0.127 0.252 -0.667
C -6.3151 6.0472 -5.2800 0.048 -0.299 0.736 -0.641
C -0.6732 -1.7525 7.4377 0.971 -0.442 0.297 1.754
C -4.3184 6.9728 -6.1491 -0.720 1.563 1.253 -0.739
C -3.5875 4.5322 1.7700 1.746 0.293 1.318 -0.967
C 0.6590 -2.3384 7.9521 1.138 0.680 -0.383 -1.898
C -4.8943 -3.3352 0.0645 0.912 0.911 0.832 -1.601
C -0.4408 -10.0215 -3.4317 0.126 -0.303 1.379 0.469
C 1.9772 6.4401 -1.2607 0.931 0.834 0.821 -0.475
C 6.5088 -0.4828 -8.5655 -0.976 -0.359 -0.898 -0.646
C 0.7420 -0.2277 -1.8002 -2.458 -0.092 0.315 -0.681
C 4.1113 -5.4648 -8.5371 -0.701 1.466 0.059 -0.688
C 3.8010 -1.7934 5.4145 0.885 0.039 0.872 0.536
C -2.2598 4.5692 3.9787 -0.434 -0.400 0.631 1.606
C -5.0852 6.3080 3.8897 -0.801 0.559 -0.690 -1.938
C 5.0544 -0.5577 -6.6572 0.532 1.080 0.151 -0.436
C -0.0031 0.7021 1.6770 0.050 -0.166 -0.334 -0.363
C 2.8625 3.5209 -0.5770 -0.065 0.827 1.157 -0.511
C 3.3523 -3.1106 -6.5941 -1.554 -1.640 2.194 -0.606
C -3.5515 8.1003 3.1033 -0.524 -0.493 0.464 -2.028
C 3.4053 -1.3857 3.0128 0.908 0.062 -0.913 -0.585
C 0.7998 7.8198 0.3533 0.658 0.473 -1.067 -0.809
C -6.6204 4.6512 -4.7743 -0.257 -0.779 0.099 -0.654
C -2.3252 4.0611 2.5447 -0.957 0.356 -1.132 -0.818
C 5.2196 -1.2253 5.6329 -0.225 0.966 -0.569 -0.477
C -1.3804 -10.0074 -4.6286 1.335 -0.933 -0.547 -0.605
C 3.0417 5.9736 -0.2321 -0.540 -0.813 -0.237 -0.665
C 2.5922 -3.8135 -7.7136 0.134 0.322 -0.951 -0.344
C -0.3378 -11.3794 -2.7019 -0.498 0.329 -1.627 -1.478
C 4.4219 -3.3768 0.1085 -0.567 -0.112 -0.540 -0.541
C -0.4720 0.8226 7.8198 -2.408 -0.693 0.500 1.799
C 0.1837 -1.6885 -3.6435 0.664 -1.402 -0.760 -0.992
H -2.3529 2.9709 2.4862 0.344 -0.058 0.458 0.046
H -5.4753 -4.0122 -0.5579 -0.020 -0.017 -0.004 0.400
H -0.5920 3.2917 4.3790 0.417 0.112 -0.610 0.093
H 6.2609 -1.5509 -8.6199 0.170 -0.102 0.676 0.224
H 7.5753 -0.3439 -8.4089 0.064 0.064 0.038 0.280
H 4.5179 -0.0646 -0.1365 0.075 -0.237 -0.306 -0.003
H 0.8746 -1.0551 -4.2051 -0.049 0.337 0.298 0.408
H 0.9822 1.0154 9.4900 -0.013 -0.287 -0.067 0.427
H 1.0819 -3.1077 7.3025 -0.517 -0.551 0.347 0.475
H -1.0949 0.7852 1.6713 -0.055 -0.117 0.386 0.401
H -7.5872 4.5664 -4.2704 0.065 0.449 0.285 0.414
H -0.8468 -8.1180 -3.0283 -0.014 0.120 0.294 0.209
H -0.1307 -9.5906 -7.0636 0.021 0.107 -0.139 0.298
H 4.0170 2.6994 -2.1062 -0.408 -0.290 -0.396 0.443
H 0.2969 -7.9309 -6.5787 -0.470 0.168 0.082 0.247
H 0.4028 1.7189 1.7457 0.146 0.017 -0.262 0.277
H 5.2136 -4.1232 0.0392 0.347 0.391 0.336 0.286
H -1.3011 2.7533 8.0935 -0.277 0.104 0.108 0.386
H 1.2083 -5.6006 -3.6963 0.270 0.327 -0.020 0.241
H -1.3926 1.4219 5.8797 -0.338 -0.470 0.233 -0.483
H -1.5815 1.6753 9.4573 0.115 0.095 -0.013 0.422
H -5.4392 -2.4273 0.3268 -0.487 -0.287 -0.052 0.430
H -2.7852 -2.3701 7.6728 0.119 0.300 -0.196 0.436
H -3.3217 -1.7711 -2.3761 -0.177 -0.055 -0.234 0.233
H -1.5047 -1.2927 5.4827 -0.295 -1.410 -0.025 0.387
H -1.7351 1.9792 -2.6274 -0.694 0.097 0.196 0.078
H -4.7064 4.3593 -4.4530 0.184 -0.132 0.276 0.281
H -1.7510 -3.5499 6.8676 0.132 -0.098 0.088 0.375
H 1.5416 -0.8222 -1.3513 0.082 0.083 0.125 -0.168
H 3.8185 6.7366 -0.2015 -0.010 0.078 -0.174 0.343
H -1.6291 -3.2570 8.6278 -0.100 -0.208 -0.082 0.356
H 3.0505 0.2046 -6.9902 0.149 0.085 0.887 0.422
H 1.4930 7.6948 1.1896 -0.184 -0.500 0.033 0.300
H 2.8590 -1.3663 0.9156 0.404 0.118 -0.189 -0.259
H 0.4207 -11.3349 -1.9287 -0.207 -0.031 0.227 0.355
H -2.6333 1.5817 8.1003 0.255 -0.564 -0.660 0.349
H 0.9416 2.3552 8.3803 -0.239 0.014 0.042 0.466
H -4.2121 1.1227 -3.2973 -0.425 -0.039 0.165 0.355
H -1.1807 -10.8829 -5.2632 -0.259 -0.267 0.169 0.352
H -0.5280 -2.0357 -4.4045 -0.800 0.622 0.467 0.339
H -4.0739 2.4793 -2.2064 0.062 0.287 -0.048 0.083
H -3.1616 2.6572 4.7764 0.299 0.061 -0.428 0.242
H -1.7469 -9.0860 -2.1127 0.024 -0.289 -0.023 0.267
H 0.6519 -2.6081 9.0064 -0.260 -0.598 -0.135 0.468
H -4.5918 -3.8099 0.9997 -0.289 -0.301 -0.089 0.324
H 1.6897 0.9186 7.8197 0.149 -0.349 0.355 0.233
H -7.1925 6.5380 -5.7064 -0.012 -0.080 -0.321 0.432
H -5.9613 2.1980 -4.6079 0.177 -0.063 -0.073 0.391
H -2.3940 -10.0573 -4.2348 -0.213 0.333 -0.404 0.305
H -2.8134 6.4570 1.2358 0.094 0.228 0.253 0.285
H 5.3829 1.4891 5.8638 0.025 -0.251 -0.298 0.331
H -6.0208 6.6411 -4.4077 0.169 0.109 -0.037 0.332
H 4.4039 -6.4955 -8.3761 -0.068 -0.023 -0.010 0.227
H -0.6708 -1.7290 -1.8067 0.046 0.033 0.078 -0.310
H 1.4840 -5.0971 -1.9841 0.161 -0.136 -0.103 0.155
H -0.0529 7.1376 0.3402 -0.151 0.162 0.619 0.426
H 3.1302 -3.7321 -5.7131 -0.094 -0.183 -0.057 0.062
H 1.9114 -1.5874 -6.3859 -0.182 -0.791 0.129 0.222
H -1.0742 0.7539 -0.7218 -0.184 -0.975 -0.477 0.604
H 0.5481 8.8810 0.3693 -0.672 -0.208 0.202 0.266
H 3.4945 -0.9506 -8.0615 0.400 -0.458 -0.037 0.226
H 5.6458 -1.4671 -6.5634 -0.401 -0.280 0.355 0.431
H -1.1015 2.4752 -4.1145 -0.427 0.603 -0.246 0.391
H 0.0622 -6.0174 -2.4845 -0.377 0.432 0.216 0.034
H 2.6788 5.8984 0.8017 -0.292 -0.180 -0.043 0.305
H 3.5764 -2.5592 6.1625 0.255 -0.279 -0.132 0.219
H -4.4273 4.1580 2.3564 -0.382 -0.424 -0.829 0.339
H -1.8942 -5.0647 2.0031 -0.181 -0.277 -0.221 0.278
H -0.1476 5.0808 4.0072 0.149 -0.538 -0.685 0.429
H -2.0398 -3.4382 1.3631 0.106 0.051 -0.008 0.256
H -1.4685 4.3990 1.9539 0.222 0.053 0.271 0.492
H 0.3948 0.1228 2.5051 -0.394 0.087 0.215 -0.749
H 1.8990 3.7334 -1.0489 0.005 -0.527 -0.141 0.148
H -4.7617 -2.6238 -2.2984 0.165 0.139 -0.388 0.304
H 4.5795 -2.5701 -0.6173 -0.001 -0.249 -0.258 0.165
H 3.7761 0.9646 6.2880 -0.089 -0.729 -0.068 0.100
H 5.4353 -0.5690 4.7770 0.126 -0.491 -0.375 0.299
H 4.2261 -0.6722 2.8544 0.140 0.067 -0.034 0.219
H 4.4942 -2.9426 3.9210 0.018 0.119 -0.662 0.326
H -5.8394 6.8962 3.3501 0.273 0.299 -0.068 0.475
H 1.4767 -1.6036 7.9011 -0.308 0.385 -0.082 0.368
H -6.3204 2.5267 -2.9077 0.032 -0.260 -0.015 0.292
H -4.2084 8.4805 2.3192 -0.025 -0.279 -0.133 0.428
H -1.8141 7.3367 5.0423 0.063 -0.012 0.297 0.351
H -4.8810 7.9028 -6.3286 0.436 0.132 -0.279 0.312
H 1.1730 0.4534 -2.5326 -0.096 -0.027 -0.103 0.752
H 0.2488 1.8264 6.2174 -0.141 0.142 -0.553 0.638
H -3.0873 -4.4718 -1.8627 -0.303 -0.420 0.382 0.323
H -4.2634 4.0035 4.7423 0.046 0.072 -0.004 0.310
H -5.5199 5.3167 3.7663 0.497 -0.251 0.473 0.379
H 5.9615 -2.0219 5.6801 0.036 0.052 0.132 0.311
H 6.1970 -0.1983 -9.5750 0.466 0.559 -0.011 0.293
H 5.1140 0.0396 -5.7455 0.172 -0.323 0.254 0.142
H -3.4497 6.9321 -6.8002 -0.414 -0.699 -0.459 0.265
H 1.6840 -2.7622 -2.5630 -0.255 -0.125 0.396 -0.043
H 4.8628 -4.7570 -8.1734 0.377 -0.385 -0.035 0.260
H 0.1089 -2.2641 5.4659 -0.787 -0.595 -0.064 0.749
H 4.6066 4.6532 -0.4903 -0.110 -0.260 0.229 0.287
H 0.8777 -9.2960 -5.6737 -0.159 0.041 0.259 0.276
H -0.1077 -0.9708 9.8852 0.066 0.106 -0.244 0.338
H 2.8245 1.5563 -1.3871 0.290 -0.393 0.226 -0.225
H 3.1109 -1.0036 5.7187 -0.348 0.037 -0.945 -0.699
H -3.4210 4.1655 0.7583 -0.900 -0.201 -0.060 0.482
H 2.5386 -0.7467 3.1915 -0.216 -0.384 0.569 0.219
H 0.2706 -0.0615 4.4661 -0.428 0.014 -0.028 -1.391
H 2.6638 3.3748 0.5005 -0.187 -0.533 -0.102 0.331
H -0.6280 -4.4605 0.9219 0.105 0.293 0.288 0.251
H 0.4085 1.5826 -0.7134 0.037 0.068 0.015 -0.153
H 2.7536 -3.2681 -8.6541 0.045 -0.172 -0.223 0.323
H 1.1583 5.7723 -1.5352 0.075 -0.426 0.428 0.384
H 6.1495 0.5651 -0.2191 0.061 0.113 -0.201 0.359
H -0.6930 4.5590 5.5165 -0.472 0.034 0.045 0.501
H -2.9871 3.8921 5.9520 -0.016 0.361 -0.040 0.362
H -3.9204 7.0956 -5.1294 0.012 -0.217 -0.026 0.311
H 4.8800 1.5157 7.4814 0.219 -0.696 0.469 0.316
H 2.3151 -2.7623 1.8019 0.012 -0.228 -0.054 0.327
H 1.6446 -3.2384 -4.1640 -0.606 -0.200 -0.484 -0.698
H 4.4303 -3.2588 -6.6002 0.104 0.800 -0.654 0.316
H 2.6167 6.5643 -2.1339 -0.484 0.273 -0.368 0.277
H -1.7695 -3.5591 -1.4126 0.098 0.244 0.357 -0.020
H -1.7667 0.9609 -4.0304 -1.269 -0.262 -0.111 0.319
H 1.5149 -3.8061 -7.5510 -0.023 0.293 0.361 0.251
H -2.5324 8.3472 2.8095 0.089 0.169 0.355 0.405
H 0.5962 -9.8293 -3.7189 -0.162 0.298 -0.312 0.245
H 3.5271 -3.9560 -0.1628 -0.228 0.332 0.060 0.192
H -4.5602 6.2458 1.2083 -0.113 0.866 0.435 0.403
H 1.1352 -0.1820 5.9714 0.235 -0.294 -0.453 -1.010
H -1.3188 -11.7180 -2.3660 0.104 0.030 0.419 0.343
H 5.1814 0.4148 -1.7311 0.071 0.168 -0.033 0.288
H -0.0292 -12.0800 -3.4841 0.136 -0.280 0.298 0.362
H -5.1298 6.6908 4.9083 0.165 -0.455 0.180 0.388
H -6.7392 3.9586 -5.6200 0.116 0.196 -0.320 0.353
H 3.9358 -5.2191 -9.5896 0.297 -0.400 -0.160 0.293
H -3.9254 8.5790 4.0104 0.638 0.259 0.125 0.453
H -3.0602 -2.1538 0.0070 -0.447 0.224 0.174 0.037
```
Forces are in eV/Å.

HOMO-LUMO gap: 8.59 eV
SMILES: CC1(C)CCCC(C)(C)N1O.CC1(C)CCCC(C)(C)N1O.COC[C@H](C)N.COC[C@H](C)N.COCCNCCOC.COCCNCCOC.COCCNCCOC.COCCNCCOC.COCCNCCOC
relative energy (zero: lowest compared OMol25 entry of this formula, charge and spin): 0.00 kcal per mole
E_HOMO: -8.183 eV